1.
Here is the ion C8H14N3O2 with charge +1 in a non-equilibrium geometry from the Open Molecules 2025 dataset. Energies are from the ωB97M-V functional and the def2-TZVPD basis.

The value obtained for the strongest force on any atom is 4.97 eV Å⁻¹. As for the spin multiplicity: 3. As for the charge: +1. As for the expectation value of S²: 2.01.

CARTESIAN COORDINATES (ANGSTROEM)
C: 0.17565 0.87685 2.39574
C: 1.34762 1.43985 0.17055
C: 1.24068 1.04388 1.58055
C: -0.80082 0.75995 -0.80805
C: -0.86786 -0.64751 -2.70862
C: -1.63822 -1.53324 -0.36410
C: 0.68918 -1.26785 -0.90730
C: -0.68205 -0.72279 -1.19545
N: 0.24220 1.35821 -0.47602
N: 2.55149 1.07460 2.18653
N: -1.10917 0.99836 1.96675
O: 2.72747 0.78615 3.33927
O: 3.46435 1.40287 1.45639
H: 0.33784 0.48680 3.40573
H: 2.40066 1.46443 -0.23043
H: -1.69052 1.27010 -1.14197
H: -0.99870 -1.60740 -3.33479
H: 0.12487 -0.42526 -3.05433
H: -1.58899 0.13209 -3.09626
H: -1.58532 -2.54807 -0.55797
H: -1.53645 -1.45214 0.68889
H: -2.62011 -1.18320 -0.64447
H: 1.50211 -0.76048 -1.40017
H: 0.54082 -2.29509 -1.20022
H: 0.92521 -1.25940 0.21568
H: -1.86584 1.17330 2.62660
H: -1.28610 1.43498 1.08746

2.
Here is a structure of composition C6H9NS in a non-equilibrium geometry from the Open Molecules 2025 dataset. Energies are from the ωB97M-V functional and the def2-TZVPD basis.

The value obtained for the strongest force on any atom is 1.05 eV Å⁻¹. As for the charge: 0.

CARTESIAN COORDINATES (ANGSTROEM)
C: 1.57314 0.00244 -0.16434
C: 0.77134 -1.29284 -0.23868
C: -0.72494 -1.02157 -0.03661
C: -0.95004 0.00041 1.08481
C: -0.71568 1.02107 -0.04012
C: 0.76829 1.28735 -0.23803
H: 0.92861 -1.71295 -1.24059
H: 1.13979 -1.97912 0.49520
H: -1.30565 -1.97092 -0.06142
H: -1.98815 -0.01287 1.45459
H: -0.22890 -0.01495 1.92829
H: -1.27955 1.97568 -0.03769
H: 1.15082 2.01189 0.51363
H: 0.91065 1.71296 -1.23554
H: -2.13250 -0.01447 -1.12987
N: -1.11046 0.00944 -1.06068
S: 3.19321 -0.00156 0.00705

3.
Here is a cluster of 11 separate species, C4H28NO13 in total in a non-equilibrium geometry from the Open Molecules 2025 dataset. Energies are from the ωB97M-V functional and the def2-TZVPD basis.

The value obtained for the strongest force on any atom is 3.03 eV Å⁻¹. As for the charge: -1.

CARTESIAN COORDINATES (ANGSTROEM)
C: 1.31128 1.69358 1.49515
C: 2.83465 1.65158 1.10435
C: 3.29637 0.61139 0.10811
O: 3.59457 -0.68700 0.72092
N: 0.55991 0.49483 1.18047
C: 0.32847 0.05152 -0.12743
O: -0.11080 -1.14429 -0.21143
O: 0.29005 0.83941 -1.09877
H: 0.90198 2.67659 1.26239
H: 1.27993 1.67420 2.59204
H: 3.44205 1.60356 2.00602
H: 3.09044 2.57552 0.56906
H: 2.67214 0.28266 -0.71510
H: 4.30229 0.82818 -0.27285
H: 3.06583 -0.89481 1.49709
H: 0.84727 -0.29495 1.73690
H: -1.39967 1.68021 1.64762
H: -2.53026 1.19352 2.56623
O: -1.87876 1.84790 2.46404
H: -1.55801 3.33320 -0.93925
H: -2.93813 3.00632 -0.18322
O: -2.28801 3.65107 -0.43397
H: -4.58096 -0.28149 0.12494
H: -4.14542 0.20016 1.53980
O: -4.21707 -0.56397 0.96672
H: 0.62114 -0.06342 -3.81713
H: 0.90467 1.45264 -3.88885
O: 1.31155 0.58474 -3.96383
H: 0.29223 2.46422 -1.69632
H: 1.61654 2.85801 -2.27955
O: 0.74425 3.23152 -2.11822
H: -0.60726 -2.21998 -1.89541
H: -2.04109 -2.62749 -1.76842
O: -1.30599 -2.69583 -2.38343
H: -1.06391 -2.56368 2.14024
H: -0.01317 -2.13192 1.07761
O: -0.12243 -2.43895 2.00435
H: -1.89028 -3.79734 0.19599
H: -1.00843 -3.93962 -1.03016
O: -1.36338 -4.45501 -0.27079
H: -2.90300 0.44218 -1.30122
H: -1.93808 -0.65634 -1.60319
O: -2.88374 -0.47497 -1.58968
H: 1.37432 -1.78847 3.24915
H: 2.24405 -2.17021 2.09645
O: 2.19681 -1.52835 2.81709

4.
Here is a structure of composition C58H49N5O6Sc in a non-equilibrium geometry from the Open Molecules 2025 dataset. Energies are from the ωB97M-V functional and the def2-TZVPD basis.

The value obtained for the strongest force on any atom is 1.70 eV Å⁻¹. As for the charge: -1.

CARTESIAN COORDINATES (ANGSTROEM)
Sc: 14.09511 17.13747 15.86311
C: 24.08902 17.30215 15.93452
O: 23.21780 17.65892 16.99588
C: 21.87396 17.49005 16.81750
C: 21.08762 17.73955 17.93979
C: 19.71096 17.63586 17.84910
C: 19.09635 17.35166 16.62991
C: 19.92254 17.11322 15.54165
C: 21.29209 17.16194 15.61382
C: 17.60955 17.29434 16.44138
C: 16.95152 16.20453 16.86233
C: 17.42383 15.08452 17.68463
C: 16.38456 14.28700 17.96711
C: 15.22009 14.83939 17.29985
N: 15.59462 15.97015 16.63418
C: 14.01584 14.19066 17.27020
C: 13.01291 14.45316 16.21654
C: 11.70368 14.04390 16.12754
C: 11.14612 14.68206 14.96197
C: 12.15097 15.41619 14.41768
C: 12.10143 16.24338 13.17643
C: 11.55560 15.63599 11.92892
C: 11.69643 16.21825 10.65342
C: 11.20073 15.59319 9.50107
C: 10.57486 14.34516 9.59048
O: 10.02521 13.81325 8.44199
C: 9.91199 12.41704 8.42074
C: 10.56150 13.68194 10.81505
C: 11.04543 14.32324 11.93262
C: 12.33713 17.58643 13.28463
N: 13.17532 18.16220 14.23574
C: 13.17915 19.51835 14.08388
C: 14.05594 20.38392 14.69529
C: 13.65930 21.78766 14.95070
C: 14.53707 22.76472 15.49701
C: 14.14416 24.02113 15.88702
C: 12.83126 24.44748 15.72775
O: 12.52820 25.74510 16.05846
C: 11.19218 26.12239 15.91174
C: 11.91045 23.47957 15.30971
C: 12.30428 22.20820 14.91561
C: 15.37256 19.90119 15.14648
C: 16.61094 20.41977 14.81241
C: 17.59334 19.52022 15.23281
C: 16.93959 18.41675 15.78572
N: 15.58316 18.66360 15.70027
C: 12.22200 19.85633 13.03035
C: 11.76746 18.69049 12.52461
N: 13.30948 15.28230 15.15459
C: 13.73546 13.16301 18.28508
C: 13.92377 13.39602 19.65598
C: 13.59618 12.46025 20.62844
C: 13.05364 11.25329 20.28397
O: 12.65006 10.45177 21.35854
C: 12.10091 9.22660 20.97881
C: 12.90988 10.95444 18.92901
C: 13.22652 11.91038 17.95904
H: 25.09871 17.41393 16.37567
H: 24.01846 17.97365 15.05542
H: 23.97683 16.25154 15.63921
H: 21.58768 17.93848 18.86594
H: 19.12269 17.82235 18.76916
H: 19.44216 16.91045 14.58535
H: 21.89478 17.01022 14.73317
H: 18.48056 14.89091 17.92868
H: 16.36712 13.33052 18.47558
H: 11.21301 13.32645 16.75908
H: 10.11382 14.64309 14.58144
H: 12.21908 17.15930 10.58363
H: 11.28105 16.03158 8.51818
H: 9.47661 12.12353 7.45868
H: 9.29227 12.01304 9.18619
H: 10.93985 12.01586 8.46393
H: 10.11060 12.67906 10.94225
H: 11.00089 13.79192 12.86205
H: 15.54642 22.45174 15.61005
H: 14.85887 24.73160 16.30288
H: 11.11175 27.16267 16.15800
H: 10.52924 25.52111 16.53111
H: 10.82349 26.05768 14.87348
H: 10.87245 23.74077 15.27512
H: 11.55549 21.51087 14.62290
H: 16.83156 21.36752 14.36076
H: 18.66075 19.68645 15.15495
H: 11.97426 20.84054 12.64669
H: 11.00466 18.58910 11.78888
H: 14.38906 14.28998 19.95258
H: 13.67051 12.66153 21.67139
H: 11.85506 8.69424 21.90368
H: 12.80169 8.62702 20.37067
H: 11.19416 9.36141 20.38354
H: 12.52011 9.98418 18.65500
H: 13.09518 11.63062 16.91960
C: 13.22229 20.71856 18.24912
N: 12.75225 19.44290 18.72906
C: 13.49175 19.01773 19.88871
C: 11.30766 19.33474 18.88592
C: 10.52951 19.06462 17.62536
C: 10.09707 20.16280 16.84869
C: 9.37025 19.94805 15.66533
C: 9.06559 18.67475 15.24792
C: 9.46749 17.59168 16.01555
C: 10.13840 17.79865 17.19646
H: 13.19935 21.47567 19.05917
H: 12.68350 21.11799 17.37904
H: 14.26514 20.57723 17.90446
H: 13.24189 19.58341 20.83791
H: 14.55526 19.22628 19.72799
H: 13.41006 17.94661 20.03640
H: 10.84382 20.25479 19.38557
H: 11.13403 18.55230 19.61308
H: 10.42202 21.14798 17.14751
H: 9.11293 20.79020 15.04864
H: 8.66203 18.51517 14.25977
H: 9.29205 16.60488 15.62638
O: 10.43507 16.64861 17.93031
C: 11.74172 16.27544 17.92887
O: 12.60480 16.88657 17.35833
H: 11.85487 15.42780 18.58720

5.
Here is an isolated molecule of C5H8FI in a non-equilibrium geometry from the Open Molecules 2025 dataset. Energies are from the ωB97M-V functional and the def2-TZVPD basis.

The value obtained for the strongest force on any atom is 4.71 eV Å⁻¹. As for the charge: 0.

CARTESIAN COORDINATES (ANGSTROEM)
C: -0.26664 -0.58089 -0.31989
C: 0.93611 -1.40083 -0.68700
C: -0.38928 1.04813 -0.11407
C: -1.16613 -1.22161 0.74066
C: 0.76768 1.80060 0.38336
F: -1.01293 1.63344 -1.10650
I: 2.19013 -0.85959 -2.17871
H: -0.83791 -0.47778 -1.25081
H: 1.09245 -2.15160 0.07414
H: -1.73697 -2.11707 0.33970
H: -1.95005 -0.50434 0.87621
H: -0.66083 -1.48849 1.58316
H: 1.01282 1.54576 1.42773
H: 0.32417 2.82824 0.42665
H: 1.69740 1.94602 -0.19462

In kcal per mole, the energy above the lowest of the compared OMol25 structures with the same formula, charge and spin values for the records above are, in order, 74.5; 28.5; 79.8; 0.0; 73.1.
In g mol⁻¹, the molar mass values for the records above are, in order, 184.219; 127.212; 298.262; 957.015; 214.021.
In Ha, the energy values for the records above are, in order, -627.43808; -686.91740; -1202.17281; -3725.62720; -592.70696.